{
  "formula": "C25H27Br2ClN14O3W",
  "method": "the ωB97M-V functional and the def2-TZVPD basis",
  "symbols": ["W", "N", "C", "N", "N", "N", "N", "C", "N", "N", "N", "N", "H", "C", "C", "C", "C", "C", "C", "Br", "C", "C", "Br", "C", "O", "C", "N", "H", "H", "H", "H", "H", "H", "C", "N", "C", "C", "N", "N", "C", "C", "H", "H", "H", "H", "H", "H", "H", "H", "H", "H", "H", "H", "H", "Cl", "C", "C", "O", "O", "H", "H", "N", "C", "C", "C", "C", "C", "C", "H", "H", "H", "H", "H"],
  "coordinates": [[-0.620, -0.259, 0.030], [-3.317, 0.471, 2.199], [-2.056, 0.863, 2.613], [-1.858, 1.479, 3.763], [-0.513, 1.659, 3.805], [0.044, 1.181, 2.752], [-0.928, 0.657, 1.947], [-3.637, 0.020, 0.931], [-4.888, -0.073, 0.520], [-4.776, -0.592, -0.732], [-3.546, -0.793, -1.030], [-2.769, -0.421, 0.032], [-4.076, 0.905, 2.694], [-2.893, -3.177, 0.708], [-1.855, -2.871, 1.743], [-1.949, -3.532, 3.004], [-0.954, -3.442, 3.913], [0.226, -2.735, 3.581], [1.406, -2.702, 4.360], [1.485, -3.641, 6.024], [2.517, -2.039, 3.930], [2.501, -1.352, 2.712], [4.051, -0.429, 2.143], [1.372, -1.295, 1.897], [1.332, -0.688, 0.779], [0.215, -2.046, 2.358], [-0.845, -2.079, 1.485], [-3.138, -4.240, 0.779], [-2.517, -2.959, -0.286], [-3.812, -2.610, 0.864], [-2.831, -4.127, 3.204], [-1.031, -3.944, 4.869], [3.416, -2.038, 4.532], [1.953, 2.693, -1.066], [3.081, 1.914, -1.554], [4.341, 2.236, -0.916], [2.799, 0.606, -1.922], [1.623, 0.140, -1.830], [3.929, -0.108, -2.405], [3.760, -1.545, -2.463], [4.546, 0.440, -3.596], [2.268, 3.736, -0.986], [1.603, 2.335, -0.093], [1.116, 2.609, -1.754], [4.221, 2.303, 0.173], [4.714, 3.200, -1.278], [5.077, 1.465, -1.125], [1.537, -0.793, -2.216], [3.322, -1.903, -1.533], [4.742, -2.007, -2.592], [3.118, -1.872, -3.295], [4.623, 1.523, -3.515], [3.966, 0.205, -4.503], [5.550, 0.025, -3.717], [-1.283, -0.178, -3.467], [-1.418, -1.949, -3.404], [-0.495, -2.609, -2.375], [-0.064, -3.723, -2.690], [-0.289, -2.028, -1.265], [-1.190, -2.345, -4.387], [-2.448, -2.170, -3.124], [-0.960, 1.367, -0.649], [-1.664, 2.527, -0.716], [-2.679, 2.721, -1.665], [-3.375, 3.919, -1.721], [-3.087, 4.959, -0.842], [-2.095, 4.768, 0.116], [-1.394, 3.574, 0.185], [-2.915, 1.907, -2.339], [-4.159, 4.039, -2.461], [-3.626, 5.897, -0.899], [-1.869, 5.556, 0.826], [-0.632, 3.416, 0.939]],
  "mulliken_charge": [1.540, 0.125, 0.003, -0.649, -0.944, -0.514, 1.144, -0.050, -0.590, -0.909, -0.299, 0.371, 0.333, -1.468, 1.030, -1.190, -1.138, 0.647, 0.077, -0.319, -0.498, -0.357, -0.242, 0.007, -0.285, 0.526, 0.382, 0.631, -0.055, 0.227, 0.467, 0.313, 0.389, -0.931, 0.171, -1.190, 0.251, 0.034, 0.168, -1.109, -1.225, 0.348, 0.254, 0.291, 0.317, 0.266, 0.441, -0.155, 0.261, 0.299, 0.387, 0.364, 0.342, 0.350, -0.138, -0.397, 0.479, -0.807, -0.994, 0.447, 0.179, 0.932, -0.387, -0.062, -0.694, -0.399, -0.787, 0.303, 0.261, 0.348, 0.358, 0.348, 0.367],
  "orbital_gap_ha": 0.1616,
  "energy_ev": -207803.5640,
  "charge": -2,
  "e_above_lowest_kcal_mol": 0.0
}

{
  "formula": "C27H39F3N8O7PS2Ti",
  "method": "the ωB97M-V functional and the def2-TZVPD basis",
  "symbols": ["Ti", "C", "C", "N", "C", "C", "C", "C", "C", "C", "C", "N", "C", "C", "N", "N", "H", "H", "H", "H", "H", "H", "H", "H", "H", "H", "H", "H", "H", "H", "H", "H", "H", "H", "C", "C", "C", "C", "C", "C", "C", "S", "O", "O", "N", "C", "C", "O", "O", "H", "H", "H", "H", "H", "H", "H", "H", "H", "F", "C", "F", "F", "S", "O", "O", "O", "C", "N", "C", "N", "C", "N", "C", "P", "C", "C", "H", "H", "H", "H", "H", "H", "H", "H", "H", "H", "H", "H"],
  "coordinates": [[-0.780, -0.293, 0.090], [-2.659, -2.802, 0.788], [-1.322, -3.427, 0.411], [-0.253, -2.428, 0.540], [0.996, -2.909, -0.055], [0.846, -3.061, -1.556], [1.661, -3.934, -2.256], [1.454, -4.100, -3.618], [0.409, -3.413, -4.209], [-0.368, -2.559, -3.438], [-1.534, -1.818, -4.063], [-2.463, -1.372, -3.067], [-3.287, -2.345, -2.402], [-3.867, -1.773, -1.096], [-2.895, -1.581, 0.004], [-0.135, -2.360, -2.135], [-2.635, -2.544, 1.846], [-3.458, -3.532, 0.628], [-1.351, -3.751, -0.627], [-1.124, -4.301, 1.042], [-0.107, -2.222, 1.527], [1.295, -3.877, 0.363], [1.784, -2.191, 0.162], [2.428, -4.494, -1.734], [2.072, -4.776, -4.193], [0.186, -3.537, -5.261], [-1.972, -2.456, -4.850], [-1.142, -0.925, -4.560], [-3.001, -0.573, -3.370], [-2.676, -3.222, -2.179], [-4.131, -2.686, -3.025], [-4.651, -2.461, -0.760], [-4.332, -0.811, -1.316], [-3.254, -0.861, 0.623], [0.142, 3.119, 7.449], [-0.433, 2.605, 6.158], [-1.134, 1.403, 6.113], [-1.603, 0.897, 4.915], [-1.361, 1.599, 3.746], [-0.706, 2.818, 3.771], [-0.251, 3.319, 4.978], [-1.872, 0.946, 2.181], [-3.315, 1.060, 2.119], [-1.451, -0.479, 2.055], [-1.096, 1.679, 1.018], [-1.942, 2.567, 0.220], [-2.296, 1.835, -1.077], [-2.970, 2.332, -1.955], [-1.807, 0.632, -1.106], [-0.162, 2.499, 8.291], [-0.180, 4.144, 7.636], [1.232, 3.117, 7.398], [-1.302, 0.845, 7.027], [-2.123, -0.051, 4.873], [-0.522, 3.341, 2.844], [0.287, 4.259, 4.998], [-1.444, 3.511, -0.001], [-2.881, 2.795, 0.727], [2.776, -2.206, 2.441], [3.106, -0.895, 2.494], [3.805, -0.690, 3.604], [3.910, -0.651, 1.447], [1.515, 0.093, 2.494], [0.838, -0.583, 3.557], [1.921, 1.452, 2.669], [1.025, -0.220, 1.128], [3.909, 1.563, -2.583], [2.882, 1.213, -3.561], [2.185, 2.433, -3.960], [1.612, 3.165, -2.840], [2.671, 3.466, -1.882], [3.388, 2.282, -1.430], [2.541, 1.424, -0.610], [1.032, 0.771, -1.506], [1.955, 0.214, -3.047], [0.518, 2.428, -2.216], [4.648, 2.196, -3.080], [4.399, 0.649, -2.240], [1.389, 2.177, -4.664], [2.905, 3.086, -4.460], [2.237, 3.967, -1.015], [3.384, 4.140, -2.364], [2.204, 1.966, 0.274], [3.136, 0.577, -0.271], [1.225, -0.012, -3.828], [2.504, -0.707, -2.828], [0.113, 3.031, -1.404], [-0.277, 2.275, -2.951]],
  "mulliken_charge": [-0.548, -1.076, -0.708, -0.033, -0.792, 0.209, -1.043, -0.834, -1.145, 0.597, -1.283, 0.076, -0.659, -1.255, 0.047, 0.864, 0.333, 0.623, 0.226, 0.419, 0.346, 0.687, -0.050, 0.546, 0.438, 0.519, 0.430, 0.305, 0.306, 0.214, 0.460, 0.574, 0.442, 0.307, -1.450, 1.072, -1.040, -0.619, -0.029, -0.218, -0.877, 1.912, -0.814, -0.092, 0.317, -1.153, 0.665, -0.745, -0.197, 0.351, 0.361, 0.303, 0.295, 0.457, 0.330, 0.374, 0.384, 0.602, -0.226, 0.592, -0.237, -0.231, 1.568, -0.630, -0.700, -0.298, -0.964, 0.178, -0.950, 0.203, -0.863, 0.222, -1.799, 3.003, -1.450, -1.561, 0.303, 0.373, 0.388, 0.316, 0.364, 0.288, 0.708, 0.246, 0.326, 0.392, 0.427, 0.282],
  "orbital_gap_ha": [0.2928, 0.3129],
  "energy_ev": -117115.8183,
  "s_squared": 0.75,
  "e_above_lowest_kcal_mol": 0.0,
  "multiplicity": 2
}

{
  "formula": "C7H7BrInO2Sr",
  "method": "the ωB97M-V functional and the def2-TZVPD basis",
  "symbols": ["O", "C", "O", "In", "Br", "C", "C", "C", "C", "C", "C", "H", "H", "H", "H", "H", "H", "H", "Sr"],
  "coordinates": [[0.504, -3.081, 0.599], [0.803, -1.764, 0.721], [2.086, -1.390, 1.343], [3.529, -0.841, -0.074], [4.643, 1.415, 0.839], [-0.287, -0.640, 0.228], [0.216, 0.880, -0.125], [-0.890, 2.044, -0.583], [-2.474, 1.623, -0.678], [-3.042, 0.097, -0.372], [-1.903, -1.036, 0.082], [4.893, -1.994, -0.261], [2.788, -0.491, -1.671], [1.340, 1.261, -0.086], [-0.535, 3.153, -0.821], [-3.234, 2.473, -0.980], [-4.183, -0.149, -0.456], [-2.272, -2.133, 0.299], [-1.983, 0.575, 1.996]],
  "mulliken_charge": [-0.527, 0.295, -0.557, 0.674, -0.508, 0.356, 0.189, -0.411, -0.230, -0.541, -0.522, -0.215, -0.194, 0.123, 0.366, 0.314, 0.333, 0.395, 1.660],
  "orbital_gap_ha": 0.1456,
  "energy_ev": -87502.5285,
  "charge": 1
}